No. 1
ORCA calculation (ωB97M-V with the def2-TZVPD basis set) on a molecular structure, C49H42GeN7O2S2Sc.

Geometry as ORCA input:
```
! wB97M-V def2-TZVPD RIJCOSX def2/J DEFGRID3
* xyz -2 1
Sc -0.422 -0.210 1.384
C -1.293 4.933 6.336
C -0.781 4.078 5.207
C -0.178 4.622 4.089
C 0.265 3.806 3.049
C 0.152 2.408 3.070
N 0.625 1.605 2.054
C 1.028 2.265 0.887
C 2.365 2.313 0.493
C 2.753 2.896 -0.704
C 1.825 3.479 -1.560
C 2.223 4.046 -2.895
C 0.489 3.445 -1.181
C 0.105 2.850 0.006
N -1.283 2.783 0.321
C -2.196 3.769 0.260
C -3.407 3.231 0.627
C -3.124 1.884 0.896
N -1.842 1.622 0.705
C -0.450 1.847 4.245
C -0.920 2.690 5.246
N -0.534 0.475 4.423
C -0.559 -0.188 5.617
C -0.842 -1.490 5.446
C -0.905 -1.728 3.958
N -1.051 -0.390 3.405
H -1.172 5.993 6.105
H -0.760 4.735 7.272
H -2.355 4.754 6.527
H -0.046 5.697 4.012
H 0.752 4.268 2.199
H 3.092 1.853 1.150
H 3.801 2.889 -0.986
H 3.296 4.239 -2.937
H 1.699 4.981 -3.105
H 1.982 3.341 -3.696
H -0.274 3.847 -1.837
H -1.905 4.767 -0.020
H -4.355 3.735 0.690
H -3.782 1.097 1.225
H -1.431 2.236 6.089
H -0.308 0.334 6.528
H -0.870 -2.244 6.216
H -1.750 -2.353 3.649
O 3.110 -4.625 1.356
C 3.062 -4.650 0.019
C 3.939 -5.506 -0.651
C 3.943 -5.583 -2.033
C 3.068 -4.799 -2.775
C 2.199 -3.942 -2.115
C 2.172 -3.843 -0.725
C 1.218 -2.910 -0.065
O 0.507 -2.221 -0.940
N 1.196 -2.910 1.220
N 0.305 -2.144 1.949
C 0.341 -2.455 3.330
S 0.206 -4.288 3.672
C 1.193 -4.382 5.186
C 1.968 -3.078 5.479
S 1.982 -1.975 4.058
H 2.391 -3.973 1.644
H 4.611 -6.107 -0.050
H 4.631 -6.258 -2.531
H 3.058 -4.851 -3.857
H 1.509 -3.325 -2.677
H 1.886 -5.216 5.065
H 0.546 -4.608 6.036
H 3.008 -3.305 5.724
H 1.520 -2.573 6.334
C -0.219 -0.950 -0.602
Ge -0.766 -0.448 -2.342
C -2.314 0.778 -2.516
C -2.219 2.075 -3.017
C -3.343 2.880 -3.172
C -4.596 2.394 -2.833
C -4.714 1.102 -2.335
C -3.585 0.309 -2.180
C 0.636 0.301 -3.557
C 0.425 0.834 -4.830
C 1.488 1.236 -5.633
C 2.793 1.102 -5.176
C 3.023 0.585 -3.907
C 1.954 0.200 -3.107
C -1.373 -2.066 -3.353
C -1.318 -2.208 -4.737
C -1.780 -3.359 -5.368
C -2.305 -4.400 -4.615
C -2.356 -4.282 -3.231
C -1.894 -3.129 -2.611
H -1.247 2.460 -3.306
H -3.238 3.889 -3.558
H -5.476 3.016 -2.951
H -5.689 0.712 -2.066
H -3.687 -0.699 -1.789
H -0.587 0.941 -5.209
H 1.297 1.649 -6.619
H 3.624 1.405 -5.802
H 4.037 0.483 -3.537
H 2.128 -0.188 -2.107
H -0.892 -1.416 -5.344
H -1.722 -3.446 -6.448
H -2.658 -5.303 -5.101
H -2.743 -5.098 -2.631
H -1.907 -3.046 -1.529
*
```

* E_LUMO: 0.1544 hartree


No. 2
ORCA calculation (ωB97M-V with the def2-TZVPD basis set) on a molecular structure, C49H42NP2S2SiTi.

Geometry as ORCA input:
```
! wB97M-V def2-TZVPD RIJCOSX def2/J DEFGRID3
* xyz 0 2
Ti -0.520 -0.051 -0.381
C 2.392 1.960 -0.181
Si 1.079 1.511 1.125
C 2.161 0.967 2.624
C 3.479 1.423 2.735
C 4.331 0.979 3.737
C 3.908 0.025 4.649
C 2.618 -0.472 4.558
C 1.759 0.013 3.576
P 0.089 -0.649 3.553
C -0.294 -2.194 4.130
C 0.310 -3.996 2.404
C -0.183 -5.191 3.173
C -0.540 -5.234 4.468
C -0.526 -4.219 5.511
C -0.370 -2.877 5.365
C -0.926 0.775 4.020
C -0.412 1.734 4.891
C -1.219 2.758 5.359
C -2.541 2.838 4.951
C -3.059 1.885 4.083
C -2.260 0.851 3.625
C 0.322 3.210 1.559
C 0.694 4.062 2.598
C 0.114 5.315 2.737
C -0.837 5.758 1.824
C -1.217 4.935 0.776
C -0.655 3.666 0.665
P -1.117 2.485 -0.631
C -1.314 3.480 -2.135
C -2.462 3.442 -2.918
C -2.522 4.170 -4.098
C -1.439 4.934 -4.501
C -0.288 4.972 -3.723
C -0.222 4.246 -2.548
C -2.772 1.866 -0.216
C -3.083 0.655 -0.837
C -4.243 -0.041 -0.512
C -5.114 0.498 0.418
C -4.817 1.714 1.034
C -3.643 2.386 0.742
H 3.036 2.790 0.120
H 1.906 2.234 -1.121
H 3.024 1.095 -0.401
H 3.850 2.140 2.014
H 5.340 1.368 3.795
H 4.582 -0.337 5.415
H 2.274 -1.250 5.232
H 0.186 -4.198 1.333
H -0.304 -6.103 2.599
H -0.871 -6.209 4.818
H -0.659 -4.593 6.519
H -0.321 -2.279 6.272
H 0.627 1.685 5.194
H -0.812 3.500 6.034
H -3.174 3.640 5.309
H -4.093 1.943 3.770
H -2.683 0.103 2.964
H 1.454 3.744 3.304
H 0.413 5.962 3.553
H -1.275 6.742 1.926
H -1.943 5.279 0.047
H -3.310 2.845 -2.607
H -3.418 4.138 -4.704
H -1.488 5.498 -5.422
H 0.561 5.565 -4.038
H 0.676 4.274 -1.942
H -2.461 0.259 -1.646
H -4.443 -0.996 -0.980
H -6.024 -0.029 0.673
H -5.508 2.132 1.756
H -3.394 3.306 1.256
S -1.436 -2.225 -1.105
C -1.217 -2.104 -2.853
C -1.882 -3.010 -3.686
C -1.738 -2.964 -5.059
C -0.917 -1.998 -5.638
C -0.252 -1.098 -4.827
C -0.388 -1.139 -3.438
S 0.523 0.031 -2.464
H -2.519 -3.757 -3.227
H -2.264 -3.678 -5.680
H -0.798 -1.950 -6.712
H 0.392 -0.341 -5.258
C 2.531 -4.411 3.677
C 1.775 -3.664 2.626
C 2.403 -2.737 1.891
C 1.807 -1.882 0.880
N 0.646 -1.350 0.887
C -0.316 -1.470 1.959
C -0.575 -2.783 2.764
H 3.564 -4.071 3.736
H 2.513 -5.484 3.479
H 2.045 -4.269 4.646
H 3.471 -2.597 2.023
H 2.424 -1.603 0.027
H -1.275 -1.083 1.571
H -1.615 -3.095 2.627
*
```

* E_LUMO (alpha / beta): -0.0030 / -0.0020 hartree


For each record above, in turn, the calculated E values are -6060.22070; -4565.20379 a.u..
For each record above, in turn, the calculated energy relative to the best compared isomer or geometry (same formula, charge and spin) values are 10.1; 0.0 kcal per mole.